Below is a molecular structure, C35H28BaCl2N6O6S3, with properties calculated with ωB97M-V/def2-TZVPD.

Last column: Löwdin charge in e.
Cartesian coordinates (Å):
Ba (-0.123967, -0.807051, 1.539195)  1.683
C (0.972177, 8.888501, -9.167879)  -0.062
O (-0.372909, 8.682005, -8.668053)  -0.092
C (-0.564632, 7.705965, -7.787054)  -0.344
C (-1.783685, 7.644358, -7.158566)  -0.044
C (-2.053518, 6.558591, -6.336563)  -0.022
C (-1.141396, 5.467117, -6.092106)  -0.293
C (0.032996, 5.477091, -6.799103)  -0.034
C (0.375184, 6.652669, -7.539509)  -0.010
N (-1.434474, 4.444370, -5.190525)  0.012
N (-0.457232, 3.672153, -4.908300)  0.034
C (-0.640823, 2.721333, -3.939370)  -0.236
C (-1.849226, 2.701747, -3.155018)  -0.033
C (-2.059363, 1.752393, -2.191028)  -0.006
C (-0.952754, 0.938958, -1.663758)  -0.351
O (-1.114174, 0.172522, -0.640785)  -0.293
C (0.315439, 1.021739, -2.292830)  -0.162
N (1.439904, 0.613240, -1.643988)  0.130
C (2.541204, 0.625142, -2.386558)  -0.158
C (2.633466, 1.151971, -3.668618)  -0.095
C (1.608854, 1.830209, -4.242234)  -0.037
C (0.417887, 1.827320, -3.499712)  -0.082
H (1.044991, 9.993694, -9.263338)  0.092
H (1.043819, 8.458700, -10.163393)  0.084
H (1.770437, 8.498913, -8.492112)  0.088
H (-2.524894, 8.460313, -7.245376)  0.120
H (-3.019879, 6.532156, -5.841512)  0.097
H (0.699395, 4.617096, -6.560641)  0.104
H (1.352854, 6.688634, -7.965352)  0.069
H (-2.493590, 3.564774, -3.326348)  0.094
H (-3.023783, 1.756875, -1.691153)  0.103
H (3.365996, 0.040244, -1.945218)  0.110
H (3.616144, 1.301920, -4.142983)  0.102
H (1.650853, 2.229865, -5.226979)  0.095
Cl (-0.692102, 2.547653, 2.688576)  0.641
C (-0.221933, 1.950451, 4.239645)  -0.709
C (0.583666, 2.816073, 4.974670)  -0.163
C (1.118879, 2.502035, 6.223168)  -0.118
C (0.648489, 1.325252, 6.802483)  -0.138
C (-0.272407, 0.462069, 6.145647)  -0.690
Cl (-0.851660, -0.890747, 7.030974)  0.667
C (-0.717082, 0.729673, 4.788999)  -0.745
S (-1.776129, -0.375609, 3.895297)  0.295
H (0.800889, 3.830630, 4.634735)  0.093
H (1.783110, 3.206296, 6.723514)  0.091
H (0.947125, 0.823031, 7.756685)  0.092
C (2.197425, -5.522367, 8.197257)  -0.077
C (2.205632, -4.912446, 6.830153)  -0.295
C (1.348722, -3.846924, 6.575860)  -0.053
C (1.386272, -3.234655, 5.344238)  -0.038
C (2.472993, -3.517650, 4.512134)  -0.295
C (3.321515, -4.563415, 4.687299)  -0.074
C (3.125036, -5.363115, 5.863467)  -0.032
S (2.644800, -2.710629, 2.933285)  0.589
O (3.871735, -2.994899, 2.222862)  -0.342
O (2.288971, -1.254230, 3.077974)  -0.522
N (1.272267, -3.121656, 2.113663)  -0.386
C (1.204886, -4.192483, 1.121617)  -0.233
C (-0.264800, -4.302827, 0.618844)  -0.659
O (-0.699037, -5.446106, 0.437718)  -0.025
O (-0.881166, -3.167850, 0.524051)  -0.304
H (3.171408, -5.797645, 8.653235)  0.080
H (1.667106, -6.445712, 8.225831)  0.058
H (1.659400, -4.845545, 8.873315)  0.072
H (0.646348, -3.490221, 7.350435)  0.098
H (0.651695, -2.495359, 5.007737)  0.099
H (4.140380, -4.776455, 3.998614)  0.106
H (3.732954, -6.313368, 5.982389)  0.119
H (1.501294, -5.023812, 1.755971)  0.091
H (1.973519, -4.087324, 0.319865)  0.108
S (-3.858233, -3.295358, 2.044067)  0.621
C (-4.243841, -4.351025, 0.830992)  -0.893
N (-3.406901, -4.400906, -0.284969)  0.062
C (-3.517321, -5.399738, -1.206317)  -0.049
C (-4.363547, -6.511013, -0.946311)  -0.064
C (-5.164423, -6.336166, 0.207371)  -0.186
N (-5.224661, -5.247300, 0.873577)  0.035
H (-2.498873, -3.912225, -0.142221)  0.089
H (-2.950708, -5.304174, -2.159415)  0.132
H (-4.281717, -7.378377, -1.574724)  0.074
H (-5.751259, -7.249361, 0.522474)  0.114

Atoms 1-2, force components in eV/Å:
Ba 0.794 -1.060 -0.516
C -0.605 0.859 0.529

The value obtained for the HOMO-LUMO gap (spin up / spin down) is 5.78 / 5.78 eV. Its net charge is -2. The value obtained for the relative energy (zero: lowest compared OMol25 entry of this formula, charge and spin) is 18.78 kcal/mol.

Below is a molecular structure, C35H28ClFO4PTc, with properties calculated with ωB97M-V/def2-TZVPD.

Last column: Löwdin spin population.
Cartesian coordinates (Å):
Tc (-0.398711, -0.354766, -0.128479)  2.321
O (-1.379713, -0.979170, 2.430552)  0.072
C (-0.678672, -0.155510, 1.888168)  0.002
C (-0.201416, 1.093430, 2.482346)  -0.006
C (-0.438366, 1.341644, 3.821084)  0.000
C (0.119426, 2.471668, 4.418384)  0.001
C (0.868790, 3.398673, 3.688621)  0.004
C (1.037877, 3.194930, 2.315513)  0.000
C (0.504716, 2.042393, 1.717489)  0.009
P (0.654218, 1.793826, -0.019483)  0.016
C (2.388280, 1.737381, -0.447699)  -0.002
C (3.408991, 1.708643, 0.518787)  -0.003
C (4.742646, 1.674389, 0.107890)  0.000
C (5.081373, 1.617133, -1.246789)  -0.003
C (4.065449, 1.563015, -2.186021)  0.001
C (2.727500, 1.655151, -1.811557)  -0.003
C (0.077681, 3.311629, -0.763367)  0.005
C (-1.276174, 3.658442, -0.512407)  -0.001
C (-1.814189, 4.811392, -1.070926)  0.000
C (-0.979089, 5.709643, -1.746234)  -0.002
C (0.372974, 5.400937, -1.930967)  0.000
C (0.927682, 4.224770, -1.422453)  -0.001
H (-1.073638, 0.636582, 4.371968)  0.000
H (-0.021184, 2.600678, 5.511385)  0.000
H (1.282024, 4.283181, 4.179911)  0.000
H (1.576794, 3.920127, 1.697425)  0.000
H (3.177653, 1.793757, 1.587167)  0.000
H (5.536475, 1.748728, 0.868838)  0.000
H (6.123217, 1.595332, -1.552669)  0.000
H (4.286428, 1.493688, -3.249236)  0.000
H (1.937945, 1.724140, -2.548952)  0.000
H (-1.902733, 3.000735, 0.103404)  0.001
H (-2.881637, 5.040468, -0.925678)  0.000
H (-1.381763, 6.655067, -2.130181)  0.000
H (1.020028, 6.101391, -2.449474)  0.000
H (1.978805, 3.979018, -1.564568)  0.000
C (1.805890, -5.322901, 0.890271)  0.000
C (0.942395, -4.853021, -0.234005)  0.001
C (0.833577, -5.622278, -1.408183)  0.000
C (0.012079, -5.268284, -2.472561)  0.000
Cl (-0.079011, -6.253973, -3.862745)  0.000
C (-0.742010, -4.077808, -2.374603)  0.001
C (-0.582946, -3.268155, -1.249959)  0.005
C (0.305726, -3.600062, -0.221369)  0.001
O (0.462822, -2.769239, 0.841028)  0.028
C (1.775073, -2.155805, 1.039055)  0.007
C (2.334817, -1.530467, -0.194410)  0.011
O (3.562176, -1.500902, -0.382970)  0.014
O (1.390094, -1.054596, -1.059173)  0.083
H (1.641534, -6.398249, 1.049884)  0.000
H (1.489336, -4.839663, 1.817983)  0.000
H (2.859130, -5.154464, 0.730589)  0.000
H (1.410358, -6.541370, -1.494178)  0.000
H (-1.400474, -3.772266, -3.202747)  0.000
H (-1.211935, -2.387885, -1.104039)  0.002
H (2.487177, -2.886208, 1.429181)  0.001
H (1.602812, -1.388561, 1.795920)  0.003
F (-7.103623, -2.604419, 0.231281)  0.012
C (-5.914589, -1.968714, 0.018106)  0.038
C (-5.359101, -1.955144, -1.257321)  -0.004
C (-4.161804, -1.322419, -1.477114)  0.033
C (-3.479217, -0.731224, -0.433205)  0.027
C (-2.239200, -0.059006, -0.690007)  0.231
C (-4.052737, -0.714602, 0.826283)  0.032
C (-5.237685, -1.347751, 1.069380)  -0.005
H (-5.925340, -2.400037, -2.084432)  -0.001
H (-3.737122, -1.235844, -2.469812)  0.001
H (-1.996642, 0.839805, -0.036356)  0.043
H (-1.958915, 0.163769, -1.734352)  0.023
H (-3.532629, -0.185108, 1.639414)  0.001
H (-5.669722, -1.325668, 2.063367)  -0.001

Atoms 1-2, force components in eV/Å:
Tc 3.838 -2.859 -0.579
O 0.914 0.321 -0.492

The value obtained for the HOMO-LUMO gap (spin up / spin down) is 6.53 / 6.27 eV. Its net charge is +1. The spin multiplicity is 4. The value obtained for the relative energy (zero: lowest compared OMol25 entry of this formula, charge and spin) is 5.40 kcal/mol.